Arrangement w

17
Properties=species:S:1:pos:R:3 method="wB97M-V/def2-TZVPD" spin_multiplicity=1 homo_lumo_gap_ev="7.751 / 7.756" mol_weight_g_mol=149.09 e_lumo_ev="0.377 / 0.377"
C 2.21 1.10 -0.22
C -2.11 0.30 0.92
C -0.80 0.91 0.44
C 0.07 -0.07 -0.29
N -0.49 -0.68 -1.37
O 2.98 1.93 -0.56
O 2.40 0.17 0.78
O 1.83 -1.92 -0.55
P 1.28 -1.05 0.74
H -2.68 -0.10 0.08
H -2.72 1.05 1.42
H -1.91 -0.51 1.62
H -1.01 1.76 -0.22
H -0.24 1.30 1.30
H 0.13 -1.26 -1.93
H 2.29 -2.73 -0.30
H -1.22 -0.20 -1.86


Arrangement x

17
Properties=species:S:1:pos:R:3 method="wB97M-V/def2-TZVPD" spin_multiplicity=1 homo_lumo_gap_ev="6.327 / 8.672" mol_weight_g_mol=149.09 e_lumo_ev="-1.001 / 0.316"
C 1.93 -0.75 -0.17
C -0.73 1.15 0.47
C -1.02 -0.49 -1.30
C 1.17 0.20 -1.02
N -0.24 0.44 -0.68
O 1.67 -0.79 1.15
O 2.87 -1.36 -0.65
O -0.73 0.23 1.59
P -1.70 -1.05 1.97
H -0.12 2.09 0.87
H -1.65 1.62 0.26
H -2.02 -0.36 -1.06
H -0.68 -1.48 -1.84
H 1.28 -0.19 -2.05
H 1.88 1.10 -0.89
H 0.88 -0.27 1.38
H -2.78 -0.10 1.98


Stability verdict: arrangement w, ahead by 66.4 kcal/mol


Arrangement w

104
Properties=species:S:1:pos:R:3 method="wB97M-V/def2-TZVPD" spin_multiplicity=1 homo_lumo_gap_ev=8.422 mol_weight_g_mol=780.73 e_lumo_ev=-0.288
C -12.20 -8.90 -10.91
O -12.54 -9.42 -11.94
N -11.35 -9.39 -10.09
N -12.64 -7.70 -10.63
H -11.09 -10.35 -10.23
H -10.87 -8.75 -9.47
H -13.61 -7.62 -10.92
H -12.44 -7.40 -9.69
C -15.02 -4.39 -7.93
O -15.40 -4.14 -6.79
N -14.49 -5.52 -8.29
N -14.94 -3.48 -8.81
H -14.39 -5.94 -9.21
H -14.39 -6.16 -7.52
H -15.31 -2.55 -8.72
H -14.50 -3.72 -9.69
C -10.06 -5.75 -13.45
O -9.31 -5.19 -12.68
N -9.67 -5.96 -14.69
N -11.14 -6.42 -13.13
H -8.85 -5.50 -15.05
H -10.31 -6.46 -15.29
H -11.72 -6.89 -13.81
H -11.58 -6.06 -12.30
C -8.88 -10.57 -5.39
O -8.83 -11.28 -4.44
N -9.86 -10.47 -6.26
N -7.79 -10.13 -6.02
H -9.67 -9.86 -7.05
H -10.82 -10.52 -5.96
H -7.78 -9.59 -6.87
H -6.93 -10.17 -5.50
C -9.36 -11.67 -11.87
O -9.40 -11.95 -10.70
N -9.56 -12.61 -12.76
N -9.32 -10.46 -12.38
H -9.68 -12.24 -13.69
H -9.70 -13.54 -12.41
H -9.19 -9.75 -11.68
H -9.09 -10.37 -13.37
C -8.52 -7.38 -10.04
O -8.13 -8.46 -9.61
N -8.01 -6.88 -11.14
N -9.39 -6.63 -9.38
H -8.33 -6.00 -11.51
H -7.24 -7.33 -11.61
H -9.95 -7.09 -8.67
H -9.87 -5.84 -9.78
C -10.91 -7.02 -6.55
O -11.23 -7.52 -7.60
N -11.66 -6.34 -5.77
N -9.87 -7.26 -5.84
H -12.23 -5.60 -6.16
H -11.33 -6.21 -4.82
H -9.02 -7.69 -6.18
H -9.77 -6.78 -4.95
C -12.56 -8.16 -15.67
O -12.17 -7.31 -16.36
N -13.77 -8.53 -15.75
N -11.94 -8.91 -14.86
H -14.29 -8.18 -16.55
H -14.19 -9.07 -15.01
H -10.99 -8.84 -14.52
H -12.59 -9.30 -14.19
C -13.17 -13.08 -12.64
O -12.98 -14.27 -12.44
N -13.14 -12.25 -11.64
N -13.12 -12.59 -13.79
H -13.04 -11.26 -11.82
H -12.76 -12.56 -10.76
H -13.04 -11.59 -13.81
H -12.87 -13.08 -14.64
C -9.70 -14.86 -9.27
O -8.71 -14.81 -10.01
N -10.55 -13.87 -9.15
N -10.02 -15.92 -8.54
H -11.43 -14.09 -8.70
H -10.34 -13.01 -9.64
H -10.75 -15.87 -7.84
H -9.53 -16.79 -8.64
C -15.35 -5.85 -12.00
O -15.59 -7.05 -12.03
N -14.50 -5.16 -12.73
N -16.05 -5.12 -11.21
H -14.42 -4.19 -12.44
H -13.97 -5.58 -13.49
H -15.89 -4.13 -11.27
H -16.70 -5.59 -10.60
C -10.79 -3.72 -9.64
O -11.33 -4.68 -10.12
N -9.54 -3.40 -9.72
N -11.32 -2.91 -8.80
H -8.90 -4.11 -10.06
H -9.24 -2.58 -9.22
H -12.32 -3.04 -8.68
H -10.90 -2.15 -8.29
C -13.52 -10.76 -6.37
O -13.28 -9.89 -5.63
N -13.29 -10.50 -7.62
N -13.83 -11.95 -6.04
H -13.40 -11.22 -8.31
H -13.23 -9.53 -7.92
H -14.05 -12.23 -5.09
H -14.06 -12.60 -6.78


Arrangement x

104
Properties=species:S:1:pos:R:3 method="wB97M-V/def2-TZVPD" spin_multiplicity=1 homo_lumo_gap_ev=9.874 mol_weight_g_mol=780.73 e_lumo_ev=0.394
C 4.31 1.21 1.46
O 3.56 2.13 1.84
N 3.80 -0.03 1.21
N 5.66 1.26 1.52
H 4.46 -0.61 0.70
H 2.90 0.04 0.69
H 6.08 2.01 2.05
H 6.07 1.00 0.58
C -2.32 -4.41 -3.36
O -1.58 -4.18 -4.35
N -3.20 -3.46 -2.87
N -2.30 -5.62 -2.64
H -3.37 -2.65 -3.45
H -3.86 -3.53 -2.10
H -2.84 -5.88 -1.80
H -1.65 -6.35 -2.94
C -3.97 0.58 -2.63
O -3.01 0.66 -1.90
N -5.14 0.02 -2.15
N -4.13 1.08 -3.94
H -4.99 -0.64 -1.47
H -5.83 0.01 -2.87
H -4.72 0.54 -4.63
H -3.15 1.29 -4.20
C 0.09 2.02 -4.90
O -0.84 1.30 -5.13
N 0.88 2.49 -5.93
N 0.58 2.37 -3.65
H 0.52 2.34 -6.86
H 1.72 3.03 -5.71
H 0.78 3.35 -3.44
H 0.22 1.92 -2.80
C 5.08 0.60 -1.75
O 6.17 0.84 -1.14
N 4.22 1.46 -2.33
N 4.65 -0.72 -2.00
H 3.45 1.09 -2.87
H 4.42 2.41 -2.08
H 3.76 -1.03 -2.29
H 5.22 -1.44 -1.59
C -0.88 -4.72 1.32
O -0.64 -5.26 0.20
N -2.01 -5.15 2.19
N -0.31 -3.53 1.75
H -2.17 -4.75 3.09
H -2.62 -5.93 1.95
H 0.61 -3.21 1.44
H -0.62 -3.04 2.55
C -1.06 -0.79 4.24
O -1.41 -1.21 3.15
N 0.03 -1.32 4.88
N -1.62 0.12 5.09
H 0.73 -1.56 4.22
H 0.50 -0.75 5.59
H -2.15 0.83 4.60
H -1.06 0.53 5.79
C 1.72 4.50 -1.01
O 0.70 4.50 -1.71
N 2.09 5.52 -0.22
N 2.54 3.40 -0.82
H 2.94 5.45 0.28
H 1.55 6.40 -0.28
H 2.94 3.09 0.07
H 2.06 2.60 -1.20
C -4.35 -1.83 0.89
O -5.07 -2.08 -0.08
N -4.41 -2.54 2.06
N -3.37 -0.89 0.90
H -3.82 -2.30 2.83
H -4.98 -3.39 2.21
H -2.65 -0.85 1.63
H -3.15 -0.47 0.00
C 0.94 1.93 5.54
O 1.26 0.92 6.12
N -0.17 2.74 6.08
N 1.53 2.52 4.47
H -0.15 2.87 7.07
H -0.37 3.64 5.71
H 0.85 3.03 3.93
H 2.44 2.28 4.07
C -1.12 3.34 1.70
O -1.01 2.90 2.84
N -0.46 4.48 1.39
N -1.75 2.76 0.64
H -0.41 4.82 0.45
H -0.20 5.00 2.23
H -1.95 1.74 0.68
H -1.61 3.14 -0.28
C 1.44 -3.29 -2.48
O 2.37 -3.09 -1.70
N 1.62 -3.78 -3.73
N 0.08 -2.86 -2.24
H 2.58 -3.93 -4.00
H 0.80 -4.08 -4.20
H -0.63 -2.86 -3.00
H -0.32 -3.31 -1.42
C 0.54 0.37 0.18
O 1.08 1.00 -0.78
N 0.70 0.64 1.42
N -0.28 -0.64 0.04
H 1.16 1.57 1.53
H -0.16 0.59 1.96
H -0.15 -1.06 -0.87
H -0.43 -1.25 0.83


Stability verdict: arrangement x, ahead by 144.0 kcal/mol


Arrangement w

9
Properties=species:S:1:pos:R:3 method="wB97M-V/def2-TZVPD" spin_multiplicity=1 homo_lumo_gap_ev=9.591 mol_weight_g_mol=79.13 e_lumo_ev=0.738
H 2.17 -1.05 1.02
N 1.87 -0.21 0.52
N 1.48 -0.25 -0.62
H 1.57 -1.14 -1.06
N -1.30 0.93 -0.40
S -2.11 -0.44 0.25
H -1.03 1.68 0.26
H -0.60 0.73 -1.06
H -2.97 -0.20 -0.61


Arrangement x

9
Properties=species:S:1:pos:R:3 method="wB97M-V/def2-TZVPD" spin_multiplicity=1 homo_lumo_gap_ev="8.852 / 7.463" mol_weight_g_mol=79.13 e_lumo_ev="0.721 / -0.389"
N 1.30 0.64 0.76
N -0.86 -1.14 -0.78
N 0.43 1.58 0.45
S -1.56 0.40 -0.87
H 1.25 -0.09 1.46
H 1.58 0.21 -0.12
H -1.50 -1.89 -0.47
H -0.41 -1.43 -1.64
H -0.23 1.72 1.21


Stability verdict: arrangement w, ahead by 5.6 kcal/mol


Arrangement w

21
Properties=species:S:1:pos:R:3 method="wB97M-V/def2-TZVPD" total_charge=+1 spin_multiplicity=1 homo_lumo_gap_ev=6.175 mol_weight_g_mol=148.19 e_lumo_ev=-6.788
C -0.48 -2.30 1.67
C -0.96 -1.67 0.58
C 0.61 -1.59 2.08
C 2.75 1.94 0.83
C -1.31 1.17 -0.81
C -1.00 0.23 -1.90
C 1.28 0.90 -0.93
C -0.12 0.32 -0.70
N 0.77 -0.56 1.27
N -0.09 -0.62 0.33
N 1.69 1.65 0.29
H -0.82 -3.10 2.33
H -1.81 -1.88 -0.14
H 1.30 -1.50 2.97
H -1.23 2.29 -0.89
H -2.17 0.86 -0.22
H -1.70 -0.57 -2.00
H -0.53 0.78 -2.84
H 2.01 0.15 -1.00
H 1.03 1.57 -1.79
H 0.78 1.94 0.86


Arrangement x

21
Properties=species:S:1:pos:R:3 method="wB97M-V/def2-TZVPD" total_charge=+1 spin_multiplicity=1 homo_lumo_gap_ev=8.820 smiles="C[C@@]1([NH3+])N=Nc2ccccc21" mol_weight_g_mol=148.19 e_lumo_ev=-4.432
C 2.07 0.21 1.15
C 1.23 -0.32 0.05
N 2.01 0.08 -1.21
N 1.14 -1.82 0.12
N -0.03 -2.23 0.22
C -0.92 -1.17 0.09
C -2.31 -1.24 -0.12
C -2.95 0.09 -0.17
C -2.27 1.27 0.10
C -0.89 1.27 0.05
C -0.20 0.08 0.05
H 3.10 -0.41 1.20
H 1.44 -0.05 2.06
H 2.17 1.25 1.05
H 2.87 -0.61 -1.33
H 2.33 1.01 -1.16
H 1.40 0.05 -2.13
H -3.13 -2.03 -0.30
H -4.03 0.31 -0.40
H -2.79 2.12 0.40
H -0.26 2.13 0.28


Stability verdict: arrangement x, ahead by 89.3 kcal/mol


Arrangement w

13
Properties=species:S:1:pos:R:3 method="wB97M-V/def2-TZVPD" total_charge=+1 spin_multiplicity=1 homo_lumo_gap_ev="7.715 / 8.265" mol_weight_g_mol=103.17 e_lumo_ev="-5.365 / -4.630"
C -2.45 -0.36 0.02
C -1.34 0.89 0.23
C 1.36 0.18 0.30
N -2.26 -1.53 0.20
N 2.20 -0.67 -0.55
S 0.15 0.92 -0.66
H -3.32 0.38 -0.16
H -1.85 1.78 -0.03
H -1.08 1.10 1.35
H 1.12 0.14 1.42
H 1.70 -1.38 -1.02
H 2.85 -1.25 0.11
H 2.93 -0.21 -1.21


Arrangement x

13
Properties=species:S:1:pos:R:3 method="wB97M-V/def2-TZVPD" total_charge=+1 spin_multiplicity=1 homo_lumo_gap_ev=10.341 smiles="[NH3+][C@@H]1CN=CS1" mol_weight_g_mol=103.17 e_lumo_ev=-3.828
N 0.31 0.43 -1.56
C -0.42 -0.59 -0.42
C -0.86 0.42 0.76
N 0.16 0.52 1.63
C 1.01 -0.42 1.54
S 0.78 -1.62 0.18
H 0.26 -0.25 -2.36
H 1.25 0.48 -1.10
H -0.14 1.41 -1.52
H -1.37 -1.11 -0.82
H -1.17 1.40 0.44
H -1.75 -0.15 1.12
H 1.93 -0.53 2.10


Arrangement y

13
Properties=species:S:1:pos:R:3 method="wB97M-V/def2-TZVPD" total_charge=+1 spin_multiplicity=1 homo_lumo_gap_ev=8.796 mol_weight_g_mol=103.17 e_lumo_ev=-5.251
C -1.15 -1.11 -0.12
C 0.87 0.04 -0.22
C 3.30 0.29 0.02
N -0.23 -0.42 -0.65
N 1.95 0.30 0.19
S -3.27 0.18 0.07
H -1.18 -1.29 0.91
H -1.73 -1.61 -0.88
H 3.92 -0.06 0.92
H 3.50 -0.30 -0.96
H 3.66 1.40 -0.09
H -4.11 0.04 1.12
H -3.69 -1.00 -0.39


Arrangement z

13
Properties=species:S:1:pos:R:3 method="wB97M-V/def2-TZVPD" total_charge=+1 spin_multiplicity=1 homo_lumo_gap_ev=9.313 mol_weight_g_mol=103.17 e_lumo_ev=-4.762
C -0.78 -0.92 1.24
C 1.35 0.50 -0.58
C 0.01 0.98 -0.04
N -0.83 0.43 0.81
N -0.98 -1.91 0.49
S 0.49 -0.22 -2.06
H -0.95 -1.04 2.28
H 1.85 -0.26 -0.01
H 1.84 1.38 -0.81
H -0.22 1.93 -0.41
H -1.63 1.12 1.10
H -1.09 -2.88 0.65
H 0.93 0.89 -2.66


Stability verdict: arrangement x, ahead by 15.1 kcal/mol


Arrangement w

67
Properties=species:S:1:pos:R:3 method="wB97M-V/def2-TZVPD" total_charge=+1 spin_multiplicity=3 homo_lumo_gap_ev="7.697 / 7.634" mol_weight_g_mol=535.30 s_squared=2.01 e_lumo_ev="-2.315 / -2.313"
Ni 0.00 -0.31 -0.40
C -1.01 2.27 0.86
C -2.06 1.87 -0.17
N -2.11 0.41 -0.34
C -2.84 -0.30 0.72
C -1.93 -0.76 1.84
C -2.42 -1.18 3.07
C -1.52 -1.64 4.01
C -0.17 -1.67 3.71
C 0.24 -1.25 2.45
C 1.69 -1.30 2.03
N 1.97 -0.48 0.85
C 2.46 0.87 1.15
C 1.29 1.76 1.54
N 0.29 1.73 0.47
N -0.63 -0.81 1.56
H -1.27 1.84 1.83
H -1.00 3.36 0.98
H -1.79 2.31 -1.13
H -3.04 2.27 0.12
H -2.56 0.21 -1.22
H -3.29 -1.19 0.28
H -3.65 0.31 1.13
H -3.48 -1.13 3.27
H -1.87 -1.98 4.98
H 0.56 -2.02 4.43
H 1.91 -2.34 1.79
H 2.32 -1.01 2.87
H 2.64 -0.97 0.27
H 2.95 1.27 0.26
H 3.20 0.86 1.96
H 1.64 2.78 1.75
H 0.82 1.38 2.45
H 0.65 2.26 -0.32
C 0.31 -2.19 -0.86
C 0.79 -3.16 -1.42
C 1.39 -4.26 -2.12
C 1.07 -5.59 -1.83
C 1.67 -6.62 -2.53
C 2.59 -6.34 -3.53
C 2.91 -5.03 -3.84
C 2.31 -3.99 -3.14
H 0.35 -5.80 -1.05
H 1.42 -7.65 -2.30
H 3.06 -7.15 -4.07
H 3.62 -4.81 -4.62
H 2.54 -2.96 -3.36
N -2.93 5.57 -9.14
C -2.54 4.84 -8.34
C -2.08 3.91 -7.35
C -1.49 2.71 -7.76
C -1.06 1.80 -6.82
C -1.23 2.07 -5.46
C -1.80 3.27 -5.06
C -2.22 4.19 -6.00
N -0.83 1.10 -4.50
C -0.95 -0.27 -4.65
C -0.54 -0.82 -3.48
N -0.17 0.18 -2.61
C -0.37 1.31 -3.25
H -1.37 2.51 -8.81
H -0.57 0.89 -7.14
H -1.93 3.47 -4.00
H -2.67 5.12 -5.68
H -1.33 -0.72 -5.55
H -0.47 -1.86 -3.22
H -0.14 2.30 -2.88


Arrangement x

67
Properties=species:S:1:pos:R:3 method="wB97M-V/def2-TZVPD" total_charge=+1 spin_multiplicity=3 homo_lumo_gap_ev="7.231 / 7.241" mol_weight_g_mol=535.30 s_squared=2.01 e_lumo_ev="-2.623 / -2.617"
Ni 0.05 0.02 0.16
C 0.40 0.15 -2.84
C 1.73 0.57 -2.22
N 1.92 -0.14 -0.95
C 2.31 -1.54 -1.14
C 1.14 -2.48 -0.96
C 1.21 -3.84 -1.26
C 0.12 -4.64 -0.95
C -1.00 -4.07 -0.36
C -0.99 -2.71 -0.10
C -2.09 -1.99 0.64
N -2.02 -0.55 0.40
C -2.77 -0.12 -0.78
C -1.92 -0.24 -2.06
N -0.64 0.43 -1.85
N 0.06 -1.95 -0.41
H 0.41 -0.93 -3.05
H 0.23 0.68 -3.78
H 1.71 1.64 -2.02
H 2.56 0.38 -2.93
H 2.66 0.32 -0.43
H 3.04 -1.82 -0.38
H 2.77 -1.69 -2.13
H 2.09 -4.25 -1.72
H 0.16 -5.70 -1.15
H -1.85 -4.68 -0.10
H -1.92 -2.17 1.70
H -3.07 -2.40 0.38
H -2.39 -0.08 1.22
H -3.08 0.92 -0.64
H -3.68 -0.72 -0.91
H -2.48 0.19 -2.91
H -1.74 -1.29 -2.27
H -0.79 1.44 -1.84
C 0.92 -0.76 1.75
C 1.59 -1.65 2.27
C 2.39 -2.66 2.86
C 1.85 -3.91 3.16
C 2.65 -4.91 3.67
C 4.01 -4.69 3.88
C 4.55 -3.45 3.58
C 3.76 -2.44 3.07
H 0.80 -4.09 2.99
H 2.23 -5.87 3.91
H 4.63 -5.47 4.27
H 5.61 -3.27 3.74
H 4.18 -1.48 2.83
N -4.07 10.06 -0.08
C -3.54 9.05 0.09
C -2.89 7.81 0.31
C -2.06 7.65 1.42
C -1.42 6.45 1.65
C -1.61 5.37 0.78
C -2.44 5.54 -0.32
C -3.08 6.74 -0.56
N -0.94 4.14 1.01
C -0.07 3.86 2.03
C 0.34 2.58 1.85
N -0.26 2.05 0.75
C -1.02 3.01 0.27
H -1.91 8.48 2.09
H -0.79 6.37 2.51
H -2.61 4.73 -1.02
H -3.73 6.86 -1.41
H 0.20 4.57 2.79
H 1.02 2.00 2.45
H -1.65 2.93 -0.59


Stability verdict: arrangement x, ahead by 1.3 kcal/mol